{"formula": "C26H41F6N3O7", "method": "ωB97M-V with the def2-TZVPD basis set", "species": ["H", "N", "C", "C", "C", "O", "C", "O", "C", "C", "N", "C", "C", "C", "O", "C", "N", "C", "C", "C", "C", "C", "C", "C", "C", "H", "H", "H", "H", "H", "H", "H", "H", "H", "H", "H", "H", "H", "H", "H", "H", "H", "H", "H", "H", "H", "H", "H", "H", "H", "H", "H", "H", "H", "H", "C", "C", "O", "C", "O", "C", "F", "F", "F", "H", "H", "H", "H", "H", "C", "C", "O", "C", "O", "C", "F", "F", "F", "H", "H", "H", "H", "H"], "coordinates": [[-3.568, -7.470, -0.657], [-2.564, -7.378, -0.801], [-2.002, -6.914, 0.235], [-0.531, -6.648, 0.263], [-0.211, -5.148, 0.282], [0.145, -4.736, 1.592], [1.110, -3.699, 1.678], [0.669, -2.682, 2.512], [-0.214, -1.771, 1.878], [-1.154, -1.162, 2.906], [-2.423, -0.807, 2.266], [-3.255, 0.081, 3.074], [-4.294, 0.769, 2.197], [-3.694, 1.928, 1.393], [-5.353, 1.279, 3.016], [2.412, -4.258, 2.242], [2.218, -4.603, 3.661], [3.582, -3.260, 2.151], [3.555, -2.316, 0.974], [3.585, -2.865, -0.312], [3.504, -2.078, -1.443], [3.390, -0.700, -1.303], [3.392, -0.142, -0.036], [3.482, -0.927, 1.113], [3.461, -0.222, 2.446], [-2.566, -6.661, 1.139], [-0.097, -7.118, -0.621], [-0.071, -7.093, 1.148], [0.605, -4.943, -0.414], [-1.092, -4.579, -0.036], [1.263, -3.283, 0.679], [-0.824, -2.279, 1.123], [0.381, -0.990, 1.388], [-1.336, -1.903, 3.684], [-0.694, -0.277, 3.367], [-2.208, -0.333, 1.393], [-2.656, 0.851, 3.580], [-3.775, -0.510, 3.831], [-4.702, 0.028, 1.504], [-2.604, 1.925, 1.453], [-4.056, 2.874, 1.793], [-3.982, 1.891, 0.343], [-6.109, 0.691, 2.952], [2.633, -5.174, 1.681], [3.124, -4.704, 4.103], [1.759, -5.502, 3.742], [4.518, -3.827, 2.108], [3.588, -2.713, 3.092], [3.667, -3.940, -0.424], [3.522, -2.541, -2.420], [3.316, -0.065, -2.177], [3.326, 0.935, 0.067], [2.441, 0.012, 2.753], [4.009, 0.718, 2.367], [3.934, -0.798, 3.239], [7.056, 4.001, -2.779], [5.939, 5.018, -2.743], [4.714, 4.482, -3.294], [4.024, 3.681, -2.503], [4.273, 3.369, -1.377], [2.759, 3.186, -3.240], [3.060, 2.715, -4.453], [1.890, 4.194, -3.381], [2.183, 2.220, -2.538], [7.215, 3.645, -3.797], [7.978, 4.461, -2.424], [6.833, 3.145, -2.143], [6.163, 5.873, -3.377], [5.743, 5.374, -1.732], [-4.022, 4.552, -3.790], [-4.652, 5.778, -3.168], [-6.070, 5.599, -2.954], [-6.411, 4.877, -1.900], [-5.686, 4.379, -1.093], [-7.951, 4.783, -1.815], [-8.475, 4.421, -2.989], [-8.457, 5.975, -1.477], [-8.308, 3.895, -0.898], [-4.524, 4.298, -4.724], [-2.972, 4.749, -4.002], [-4.082, 3.695, -3.120], [-4.590, 6.633, -3.836], [-4.184, 6.040, -2.220]], "homo_energy_ev": -8.9, "molar_mass_da": 621.6, "e_tot_ha": -2305.4423, "gap_ev": 9.350, "smiles": "[H]/N=C/CCO[C@@H](OCCNC[C@H](C)O)[C@H](N)Cc1ccccc1C.CCOC(=O)C(F)(F)F.CCOC(=O)C(F)(F)F"}

=====

{"formula": "C26H41N2ReS", "method": "ωB97M-V with the def2-TZVPD basis set", "species": ["C", "C", "C", "C", "C", "Re", "C", "C", "H", "C", "H", "H", "C", "H", "H", "H", "C", "H", "H", "H", "C", "H", "H", "H", "C", "H", "H", "H", "C", "H", "H", "H", "C", "H", "H", "H", "C", "H", "H", "H", "C", "C", "C", "C", "H", "C", "H", "C", "H", "H", "H", "C", "N", "C", "C", "S", "N", "C", "C", "H", "H", "H", "H", "H", "H", "H", "H", "H", "H", "H", "H"], "coordinates": [[-2.090, -0.596, 0.668], [-1.424, -1.780, 0.225], [-1.267, -1.687, -1.187], [-1.797, -0.433, -1.618], [-2.316, 0.238, -0.465], [-0.200, -0.057, -0.202], [1.533, 1.913, -1.034], [1.131, 2.060, 0.280], [1.878, 1.967, 1.101], [-0.255, 2.144, 0.661], [-0.990, 2.710, 0.034], [-0.521, 2.374, 1.726], [2.983, 1.714, -1.304], [3.518, 1.274, -0.452], [3.145, 1.067, -2.165], [3.443, 2.686, -1.526], [0.684, 2.355, -2.167], [-0.380, 2.465, -1.935], [1.040, 3.332, -2.520], [0.762, 1.672, -3.021], [-1.115, -2.995, 1.060], [-0.861, -2.721, 2.086], [-1.960, -3.699, 1.111], [-0.265, -3.541, 0.641], [-0.802, -2.803, -2.071], [0.043, -3.340, -1.632], [-1.611, -3.526, -2.232], [-0.485, -2.443, -3.049], [-1.948, 0.023, -3.041], [-1.110, -0.304, -3.663], [-2.859, -0.390, -3.495], [-2.015, 1.113, -3.121], [-3.173, 1.477, -0.497], [-2.814, 2.196, -1.242], [-4.215, 1.241, -0.764], [-3.196, 1.979, 0.475], [-2.610, -0.352, 2.070], [-2.725, 0.718, 2.280], [-3.588, -0.820, 2.251], [-1.923, -0.766, 2.825], [1.630, -1.070, -1.164], [2.656, -1.675, -0.441], [1.588, -1.163, -2.547], [3.624, -2.412, -1.137], [2.696, -1.592, 0.633], [2.551, -1.898, -3.231], [0.784, -0.693, -3.127], [3.585, -2.533, -2.524], [4.419, -2.890, -0.571], [2.497, -1.983, -4.316], [4.344, -3.105, -3.059], [0.485, -1.282, 4.201], [0.155, 0.105, 4.560], [0.081, 0.488, 5.896], [0.046, 1.127, 3.654], [0.043, 0.388, 2.055], [0.002, 2.452, 3.881], [-1.099, 3.044, 4.633], [1.186, 3.323, 3.608], [1.422, -1.545, 4.730], [0.637, -1.494, 3.151], [-0.309, -1.937, 4.603], [0.822, 1.257, 6.121], [-0.921, 0.837, 6.145], [0.288, -0.382, 6.521], [-0.742, 3.358, 5.625], [-1.492, 3.922, 4.100], [-1.898, 2.314, 4.734], [2.081, 2.863, 4.032], [1.318, 3.500, 2.542], [1.038, 4.309, 4.093]], "homo_energy_ev": [-8.0, -10.8], "charge": 1, "molar_mass_da": 599.9, "e_tot_ha": -1600.7950, "s2": 3.782, "multiplicity": 4, "gap_ev": [5.150, 6.690], "relative_energy_kcal_mol": 83.9}

=====

{"formula": "C26H41N5O2P2SSbSe4Ti", "method": "ωB97M-V with the def2-TZVPD basis set", "species": ["Ti", "Se", "Sb", "Se", "Se", "Se", "S", "C", "N", "C", "C", "C", "C", "H", "H", "H", "H", "H", "N", "C", "P", "O", "O", "C", "N", "H", "H", "H", "H", "H", "H", "H", "H", "H", "H", "C", "P", "C", "C", "C", "C", "C", "C", "C", "C", "C", "C", "C", "C", "H", "H", "H", "H", "H", "H", "H", "H", "H", "H", "H", "H", "H", "C", "C", "N", "C", "C", "N", "C", "C", "H", "H", "H", "H", "H", "H", "H", "H", "H", "H", "H", "H", "H"], "coordinates": [[1.055, 0.192, 0.246], [4.678, 0.368, -2.828], [4.487, -1.276, -0.961], [2.945, 0.880, 1.532], [1.900, -1.734, -0.779], [4.897, -3.430, -2.192], [-0.767, 1.535, 1.650], [-1.023, 0.905, 3.227], [-2.314, 0.534, 3.541], [-2.611, -0.084, 4.722], [-1.640, -0.304, 5.648], [-0.317, 0.106, 5.379], [-0.023, 0.699, 4.163], [-3.040, 0.696, 2.856], [-3.640, -0.371, 4.857], [-1.877, -0.793, 6.578], [0.462, -0.052, 6.105], [0.991, 0.992, 3.919], [0.235, 4.324, 1.129], [1.611, 3.880, 0.865], [1.506, 3.116, -0.860], [0.543, 3.990, -1.566], [1.105, 1.648, -0.897], [3.241, 3.357, -1.507], [4.325, 2.742, -0.730], [0.171, 5.094, 1.797], [-0.308, 3.463, 1.485], [-0.149, 4.589, 0.197], [1.957, 3.226, 1.665], [2.272, 4.745, 0.785], [3.360, 4.437, -1.584], [3.260, 2.940, -2.524], [5.107, 3.367, -0.534], [4.696, 1.928, -1.312], [3.993, 2.301, 0.164], [-0.909, -3.308, 0.035], [-0.742, -1.642, 0.799], [-2.512, -1.138, 0.768], [-3.559, -1.705, 1.487], [-4.828, -1.154, 1.426], [-5.074, -0.051, 0.624], [-4.057, 0.478, -0.155], [-2.788, -0.067, -0.083], [-0.221, -2.173, 2.475], [1.117, -1.899, 2.765], [1.692, -2.279, 3.963], [0.933, -2.972, 4.890], [-0.384, -3.285, 4.599], [-0.966, -2.889, 3.408], [-1.609, -3.912, 0.611], [0.069, -3.795, 0.030], [-1.266, -3.204, -0.991], [-3.400, -2.578, 2.100], [-5.623, -1.591, 2.014], [-6.060, 0.386, 0.599], [-4.250, 1.324, -0.798], [-1.985, 0.358, -0.686], [1.736, -1.387, 2.024], [2.724, -2.025, 4.158], [1.365, -3.278, 5.830], [-0.968, -3.852, 5.307], [-1.994, -3.154, 3.223], [-0.887, 0.566, -5.265], [-0.914, 0.648, -3.717], [0.034, -0.290, -3.154], [1.376, 0.056, -3.584], [1.484, 0.078, -5.118], [0.182, -0.388, -5.654], [-0.126, -1.743, -5.131], [-0.277, -1.635, -3.596], [-0.669, 1.538, -5.710], [-1.836, 0.203, -5.663], [-1.915, 0.412, -3.346], [-0.649, 1.651, -3.372], [2.061, -0.689, -3.180], [1.643, 1.026, -3.160], [2.289, -0.576, -5.456], [1.683, 1.081, -5.496], [0.239, -0.434, -6.673], [0.687, -2.418, -5.402], [-1.045, -2.103, -5.595], [0.408, -2.324, -3.098], [-1.295, -1.882, -3.283]], "homo_energy_ev": -7.2, "charge": 1, "molar_mass_da": 1035.1, "e_tot_ha": -13215.8528, "gap_ev": 3.795}